# 1
Computed, not measured: a molecular structure, C22H45N5O7S in a non-equilibrium geometry, with ωB97M-V/def2-TZVPD.

```
80
Properties=species:S:1:pos:R:3
C -0.61624 0.56668 -0.37027
O 0.67451 0.02088 -0.36520
C 0.78537 -1.09098 -1.20188
C 0.00125 -2.31274 -0.71078
C -1.15829 -2.66538 -1.46287
C -1.90138 -3.78355 -1.18380
C -1.47588 -4.58211 -0.09973
N -2.07787 -5.70788 0.32277
S -1.22483 -6.23744 1.56384
N -0.08501 -5.11130 1.64777
C -0.33790 -4.24200 0.65759
C 0.41867 -3.06849 0.36455
C 1.60026 -2.72098 1.20445
C 1.25434 -2.06555 2.57781
N 2.28896 -1.09084 2.95587
N 1.28001 -3.11436 3.57816
N -0.00918 -1.31111 2.55247
H -1.35530 -0.08560 0.09648
H -0.94660 0.80908 -1.38375
H -0.59462 1.48323 0.20911
H 0.42611 -0.86730 -2.21067
H 1.82013 -1.40530 -1.28641
H -1.45043 -2.04875 -2.29866
H -2.75526 -4.03431 -1.78942
H 2.27722 -2.07412 0.66834
H 2.16157 -3.62338 1.44526
H 2.32666 -0.38381 2.22571
H 3.18647 -1.56157 2.93062
H 0.87779 -3.96871 3.21279
H 0.80007 -2.83508 4.42075
H 0.15966 -0.46381 3.08406
H -0.69720 -1.81494 3.09710
C 1.69564 3.38151 1.05546
O 0.50801 4.15269 0.98724
C -0.05254 4.44186 2.25673
C 0.25275 5.85308 2.70781
O 1.63762 6.04399 2.94627
C 2.30842 6.69624 1.88297
H 2.16668 3.40826 0.07432
H 2.39855 3.76903 1.79594
H 1.44349 2.34180 1.29338
H 0.28918 3.72035 3.00554
H -1.13746 4.33007 2.15666
H -0.26757 6.04103 3.65217
H -0.11440 6.57404 1.97100
H 2.07330 7.76614 1.88030
H 2.04525 6.26589 0.91412
H 3.37814 6.57306 2.04388
C 1.83600 -2.52385 -4.43744
O 2.82503 -3.17369 -3.65905
C 3.15926 -4.46787 -4.13715
C 4.44499 -4.46004 -4.93386
O 4.32015 -3.71220 -6.13296
C 4.87185 -2.41048 -6.04591
H 1.82331 -1.47514 -4.14387
H 2.04603 -2.58856 -5.50713
H 0.85060 -2.95928 -4.23347
H 2.34273 -4.87886 -4.73817
H 3.29166 -5.11178 -3.26217
H 4.68930 -5.48860 -5.21658
H 5.26712 -4.07398 -4.32368
H 5.96557 -2.45416 -6.08529
H 4.56352 -1.90059 -5.13040
H 4.51308 -1.84279 -6.90290
C -6.79405 3.51983 1.98307
O -5.80000 2.87366 2.75834
C -5.45071 1.58857 2.26901
C -4.16217 1.61711 1.47722
O -4.28848 2.37410 0.28374
C -3.75420 3.68231 0.38894
H -6.81981 4.56528 2.28611
H -6.57278 3.46601 0.91487
H -7.77675 3.07464 2.17274
H -6.26024 1.17383 1.66091
H -5.31366 0.93759 3.13817
H -3.90450 0.59354 1.18641
H -3.34643 2.00677 2.09466
H -2.65905 3.64368 0.36085
H -4.07756 4.18177 1.30550
H -4.10792 4.25568 -0.46634
```

Values from the calculation:
Spin multiplicity: 1
Calculated total energy (hartree): -2063.774602
Net charge: 0
Maximum force (eV/A): 1.3
Frontier orbital gap (eV): 8.1005
HOMO (hartree): -0.3188

---

# 2
Computed, not measured: 5 unconnected molecules or ions with the total composition C22H45N8O14P4 in a non-equilibrium geometry, with ωB97M-V/def2-TZVPD.

```
93
Properties=species:S:1:pos:R:3
C 0.88198 -5.84175 2.85828
C 1.79730 -5.73745 1.61616
O 2.09529 -4.36321 1.25390
P 0.96805 -3.59648 0.42118
O 0.45279 -2.38408 1.06413
C 1.55884 -3.29442 -1.27833
C 2.60520 -2.15148 -1.44028
C 2.19446 -0.81248 -0.88479
N 2.38797 -0.35196 0.36261
P 3.21935 -1.11247 1.76101
C 4.60170 -2.20330 1.20508
C 4.13312 0.28611 2.59403
C 4.98133 1.03400 1.52884
C 1.78014 0.89425 0.39068
C 1.62428 1.85087 1.54201
C 0.72618 1.49456 2.54365
C 0.61713 2.42175 3.57585
C 1.39959 3.55132 3.47773
N 2.23079 3.91553 2.51861
C 2.34299 3.03370 1.52716
C 1.26288 1.24267 -0.80394
C 0.53523 2.48674 -1.20003
N -0.85444 2.36846 -0.70195
N 1.56191 0.11651 -1.60903
P 1.05730 0.23491 -3.29740
P -0.00689 -1.49629 -4.04101
O -0.60201 -1.07214 -5.30987
O -1.20274 -1.98279 -3.06180
O 1.03379 -2.70051 -4.40019
O -0.28373 -4.62469 0.27728
C -1.38502 -4.01895 -0.40763
C -2.69666 -4.08250 0.42386
H 0.24400 -4.95440 2.92664
H 1.52960 -5.84144 3.74068
H 0.29631 -6.76406 2.84679
H 1.44986 -6.35322 0.78149
H 2.75514 -6.17589 1.92027
H 0.67558 -3.19820 -1.90935
H 2.06173 -4.21867 -1.60193
H 2.72980 -2.00718 -2.52312
H 3.56613 -2.51217 -1.07813
H 5.43825 -1.99349 1.88770
H 4.99359 -1.95820 0.20886
H 4.38100 -3.26770 1.29246
H 4.85825 -0.17165 3.27779
H 3.44936 0.93916 3.13628
H 4.39017 1.66548 0.86217
H 5.52691 0.33069 0.88385
H 5.75164 1.67652 1.97510
H 0.16006 0.56832 2.52302
H -0.05682 2.24227 4.40663
H 1.31929 4.24610 4.31897
H 3.02688 3.24314 0.70819
H 0.96191 3.38807 -0.76575
H 0.52820 2.61246 -2.29047
H -1.34012 3.24918 -0.82753
H -1.34831 1.64433 -1.21232
H 2.27637 0.18494 -4.02240
H -1.58568 -2.76987 -3.48574
H 0.53174 -3.41545 -4.82390
H -1.23051 -2.96644 -0.66160
H -1.54529 -4.55975 -1.35409
H -3.43593 -4.68388 -0.11557
H -2.48657 -4.46378 1.42361
H -3.11118 -3.06080 0.44794
C 2.90156 5.69267 -3.44932
N 2.82711 4.43989 -2.64972
O 2.85638 3.38113 -3.24711
O 2.74131 4.55708 -1.44443
H 2.97420 5.42918 -4.49826
H 1.99648 6.26015 -3.25170
H 3.78340 6.23603 -3.12195
C -4.21292 -0.84815 -1.63481
N -5.31261 -1.43480 -0.81932
O -6.36988 -1.65808 -1.37055
O -5.06235 -1.64891 0.34699
H -4.56592 -0.70661 -2.65079
H -3.93928 0.10175 -1.18390
H -3.38509 -1.55141 -1.60839
C -8.61106 0.24137 -0.84768
N -9.50157 1.42964 -0.95216
O -10.61807 1.25956 -1.38999
O -9.03833 2.49168 -0.58828
H -9.14826 -0.62948 -1.20445
H -7.73819 0.43472 -1.46146
H -8.33857 0.12685 0.19764
C -1.58864 5.92974 2.44159
N -1.88494 6.30477 3.85119
O -2.52125 7.31639 4.03944
O -1.46305 5.56225 4.71523
H -2.02270 6.67430 1.78346
H -0.50741 5.89704 2.33210
H -2.02983 4.95240 2.26427
```

Values from the calculation:
Spin multiplicity: 1
Calculated total energy (hartree): -3721.650836
Net charge: +1
Maximum force (eV/A): 3.1
Frontier orbital gap (eV): 8.4199
HOMO (hartree): -0.4108

---

# 3
Computed, not measured: a molecular structure, C22H46Cl2F6OP2Re in a non-equilibrium geometry, with ωB97M-V/def2-TZVPD.

```
80
Properties=species:S:1:pos:R:3
Re 0.58324 -0.18141 -0.00165
Cl 0.17861 1.54023 -1.63437
P 0.90103 1.71993 1.32027
C -0.30263 3.18831 1.44202
C 1.33324 1.49378 3.13917
C 2.33548 2.72387 0.57546
C -1.75967 2.73074 1.40166
H -0.08212 3.73124 0.50983
C -0.09038 4.15067 2.62073
H -0.49303 3.74891 3.55796
H -0.64366 5.07427 2.39965
H 0.95084 4.43986 2.78734
H -2.01743 2.31253 0.42210
H -2.40857 3.59893 1.58829
H -1.96490 1.97564 2.17456
H 1.82247 3.18712 -0.28381
C 3.41750 1.81551 0.00457
C 2.93447 3.86597 1.40643
H 2.28693 4.74619 1.42449
H 3.87151 4.19167 0.93364
H 3.17685 3.57987 2.43813
H 3.02650 0.86404 -0.40278
H 4.19266 1.59246 0.75047
H 3.90407 2.34081 -0.83755
C 0.10995 1.02528 3.92983
H 1.63841 2.48692 3.49770
C 2.51179 0.53484 3.29448
H -0.69414 1.76774 3.97170
H 0.42019 0.80779 4.96194
H -0.27724 0.09771 3.49321
H 2.27248 -0.43697 2.83774
H 2.69203 0.36114 4.36514
H 3.43813 0.92293 2.85209
Cl 0.23984 -1.61592 1.81815
H -0.80406 0.36932 0.53464
P -0.86758 -1.44541 -1.55971
C -0.42106 -1.19759 -3.38627
C -1.07302 -3.30701 -1.48896
C -2.69108 -0.95967 -1.54654
C 1.06584 -0.90053 -3.60336
H -1.00021 -0.28929 -3.62040
C -0.82329 -2.30240 -4.36957
H -0.14930 -3.16385 -4.30868
H -0.72106 -1.88504 -5.38239
H -1.85328 -2.65577 -4.27224
H 1.33523 0.09298 -3.23067
H 1.27651 -0.92072 -4.68158
H 1.71222 -1.64495 -3.12164
H -2.61411 0.10039 -1.84221
C -3.32176 -1.03573 -0.15135
C -3.55635 -1.69632 -2.58020
H -3.27440 -1.45403 -3.60781
H -4.60217 -1.38923 -2.44567
H -3.52794 -2.78750 -2.44975
H -2.57878 -0.95541 0.65358
H -3.89868 -1.96083 -0.01910
H -4.03114 -0.20216 -0.04534
C 0.27718 -3.97992 -1.69447
H -1.71353 -3.55783 -2.34630
C -1.75868 -3.79704 -0.21653
H 0.66761 -3.85540 -2.71163
H 0.16530 -5.06505 -1.53324
H 1.01797 -3.61264 -0.97960
H -1.30379 -3.35217 0.67571
H -1.62822 -4.88800 -0.14890
H -2.83289 -3.58695 -0.21402
C 4.21557 -1.62278 1.02672
C 3.52920 -2.10151 -0.24423
O 2.32147 -1.52926 -0.55210
C 4.49358 -1.78441 -1.46940
F 5.69455 -2.42667 -1.39853
F 3.95066 -2.06614 -2.67245
F 4.77150 -0.44660 -1.47203
C 3.44512 -3.69163 -0.15460
F 4.59676 -4.24107 0.32068
F 2.45160 -4.04528 0.71697
F 3.17213 -4.29514 -1.34115
H 4.26418 -0.53146 1.02629
H 5.23521 -2.02006 1.05376
H 3.66047 -1.95580 1.90998
```

Values from the calculation:
Spin multiplicity: 4
Calculated total energy (hartree): -3221.748006
Net charge: 0
Maximum force (eV/A): 4.1
Frontier orbital gap (spin up / spin down) (eV): 8.7735 / 8.2015
HOMO (spin up / spin down) (hartree): -0.3039 / -0.3439

---

# 4
Computed, not measured: 6 unconnected molecules or ions with the total composition C22H46F3NO18P in a non-equilibrium geometry, with ωB97M-V/def2-TZVPD.

```
91
Properties=species:S:1:pos:R:3
C 1.36052 -2.79753 1.95424
N 0.65566 -3.03380 0.67297
C -0.73026 -3.43440 0.86788
P -1.78245 -1.90682 0.70015
C -2.74595 -1.80549 2.28698
O -3.65141 -2.86309 2.23196
O -4.91352 -2.26508 2.14830
C -0.73562 -0.47050 0.38641
C -1.44577 0.89153 0.57420
C -1.32277 1.38242 2.03007
O -2.75997 0.94036 0.07863
C -2.98545 -2.26917 -0.69398
F -2.41178 -1.95272 -1.80754
F -4.11461 -1.65796 -0.56499
F -3.22531 -3.54458 -0.74188
H 2.05319 -1.97788 1.81185
H 0.62704 -2.46202 2.68206
H 1.84837 -3.68299 2.34658
H 1.13774 -3.75314 0.15042
H -1.01793 -4.19161 0.14700
H -0.86830 -3.86085 1.86022
H -3.24403 -0.84943 2.40244
H -2.07372 -2.00983 3.11251
H -5.51076 -2.94044 1.78818
H -0.36159 -0.54007 -0.63052
H 0.11477 -0.53234 1.05818
H -0.88348 1.59650 -0.02027
H -2.17600 1.98145 2.31815
H -1.15850 0.54847 2.70981
H -0.44744 2.01636 2.09481
H -3.34204 0.31240 0.52315
C 2.84110 -3.19874 -2.77783
O 3.01492 -4.48997 -2.19366
C 4.20545 -5.05580 -2.43929
O 5.10161 -4.56328 -3.07175
O 4.21913 -6.24991 -1.85432
C 5.43923 -6.98051 -2.02910
H 1.84873 -2.85377 -2.49577
H 3.57548 -2.49821 -2.38968
H 2.90075 -3.24622 -3.86348
H 6.27647 -6.43868 -1.59354
H 5.62097 -7.17599 -3.08377
H 5.31787 -7.92557 -1.50828
C -8.45690 1.77071 5.06725
O -8.85325 0.87796 4.02216
C -7.96285 0.73891 3.04678
O -6.88813 1.28157 2.97907
O -8.46056 -0.11518 2.14675
C -7.59979 -0.34603 1.03831
H -9.26782 1.79010 5.78912
H -7.55331 1.41187 5.55679
H -8.30405 2.77491 4.67681
H -6.65684 -0.78092 1.36947
H -7.42000 0.57764 0.49170
H -8.09788 -1.05178 0.37725
C 6.40784 -1.94430 -1.48758
O 7.03819 -0.77018 -0.97247
C 6.41209 -0.22358 0.06894
O 5.39490 -0.62885 0.57719
O 7.10364 0.84930 0.44627
C 6.55473 1.55496 1.56166
H 6.99812 -2.29389 -2.32861
H 6.37762 -2.72516 -0.72935
H 5.40508 -1.71326 -1.83582
H 6.52378 0.91674 2.44279
H 5.55975 1.92973 1.32680
H 7.21441 2.39636 1.75537
C 9.49210 7.05676 -0.24583
O 9.53636 5.66194 0.06206
C 9.05603 4.87152 -0.89975
O 8.60729 5.23522 -1.95528
O 9.15779 3.60686 -0.48512
C 8.67806 2.63844 -1.42179
H 9.90776 7.58193 0.60947
H 10.09528 7.27570 -1.12487
H 8.46546 7.38430 -0.40017
H 9.24908 2.68274 -2.34805
H 7.61851 2.79043 -1.62047
H 8.81310 1.66341 -0.97217
C -9.08587 5.37053 -2.98506
O -9.01227 4.06038 -2.41524
C -7.86739 3.42432 -2.64633
O -6.92987 3.84780 -3.26948
O -7.93588 2.22132 -2.06173
C -6.76720 1.42646 -2.23178
H -10.06030 5.77299 -2.72442
H -8.31231 6.01375 -2.56991
H -8.99852 5.32325 -4.06876
H -5.90047 1.91481 -1.78639
H -6.58455 1.22177 -3.28548
H -6.94129 0.48468 -1.71768
```

Values from the calculation:
Spin multiplicity: 1
Calculated total energy (hartree): -2915.551396
Net charge: +1
Maximum force (eV/A): 2.3
Frontier orbital gap (eV): 9.5372
HOMO (hartree): -0.4420

---

# 5
Computed, not measured: 4 unconnected molecules or ions with the total composition C22H46N3S in a non-equilibrium geometry, with ωB97M-V/def2-TZVPD.

```
72
Properties=species:S:1:pos:R:3
S 12.83371 2.88478 -1.78146
C 11.82243 3.76115 -2.65775
N 10.83146 4.22055 -3.25568
C 9.61091 3.62788 -2.77367
C 9.40783 2.24146 -3.10276
N 8.17471 2.00013 -2.45234
C 7.68043 3.10606 -1.83979
N 8.56124 4.15797 -2.02846
H 10.05616 1.57668 -3.70455
H 7.75552 1.06542 -2.47494
H 6.72509 3.13290 -1.26804
H 8.49440 5.12182 -1.70364
C 3.30189 0.05793 1.64077
C 4.24722 -0.81811 0.82829
C 5.10366 -0.02733 -0.15947
C 4.32404 0.71955 -1.24569
C 3.41810 -0.15107 -2.11630
C 4.17960 -1.19875 -2.91918
H 2.57850 0.57080 1.00342
H 2.74096 -0.55289 2.35070
H 3.85724 0.80953 2.20772
H 3.67533 -1.58973 0.30550
H 4.91276 -1.34513 1.51819
H 5.82060 -0.71083 -0.62846
H 5.70618 0.70157 0.39768
H 5.04375 1.23975 -1.89414
H 3.71628 1.50423 -0.78396
H 2.88016 0.49830 -2.81318
H 2.65637 -0.64028 -1.50313
H 4.91885 -0.72696 -3.57344
H 3.49084 -1.76765 -3.54602
H 4.69689 -1.90860 -2.27034
C -2.25097 1.51286 3.40047
C -2.75970 1.18777 2.00109
C -2.93782 -0.31078 1.75551
C -1.65793 -1.14381 1.84480
C -0.53590 -0.71726 0.89765
C -0.90972 -0.84222 -0.57474
H -1.26056 1.08867 3.57945
H -2.17477 2.59463 3.53262
H -2.93368 1.12816 4.16188
H -2.08567 1.62022 1.25521
H -3.72747 1.67847 1.86048
H -3.39761 -0.45287 0.77194
H -3.65735 -0.70563 2.48091
H -1.91136 -2.19020 1.64417
H -1.27783 -1.12037 2.87114
H 0.33802 -1.34856 1.08980
H -0.22509 0.31034 1.11175
H -1.18203 -1.87136 -0.82111
H -0.06318 -0.55770 -1.20517
H -1.74734 -0.19254 -0.83574
C -9.56402 -3.29371 0.42458
C -9.26307 -1.88836 -0.08245
C -7.83222 -1.72402 -0.59567
C -6.73536 -1.94226 0.44856
C -6.82027 -1.04159 1.68152
C -6.67679 0.44017 1.35620
H -8.93721 -3.55826 1.27865
H -10.60555 -3.36393 0.74623
H -9.40438 -4.03419 -0.36305
H -9.47212 -1.16038 0.70692
H -9.95221 -1.65900 -0.90091
H -7.72804 -0.72489 -1.03076
H -7.66846 -2.42691 -1.42003
H -5.76320 -1.79053 -0.03385
H -6.74616 -2.98666 0.77646
H -6.02074 -1.32569 2.37272
H -7.76059 -1.21104 2.21441
H -5.72262 0.63897 0.86121
H -6.71075 1.03187 2.27408
H -7.48140 0.79149 0.70721
```

Values from the calculation:
Spin multiplicity: 1
Calculated total energy (hartree): -1428.022993
Net charge: +1
Maximum force (eV/A): 4.7
Frontier orbital gap (eV): 7.9642
HOMO (hartree): -0.4351